Entry 1:
A 3-piece molecular cluster, C37H81O5PSSi overall. Source: the Open Molecules 2025 dataset; level of theory: ωB97M-V/def2-TZVPD.

Last column: Mulliken charge in e.
Cartesian coordinates (Å):
S (5.680, 0.246, -3.168)  -0.39
P (4.619, 0.485, -1.251)  0.15
Si (1.420, -1.659, -0.406)  0.34
O (3.823, 0.624, 0.325)  0.54
O (3.124, 0.767, -3.538)  -0.71
O (3.983, -1.150, -1.466)  -0.64
O (2.727, 0.113, 2.982)  -0.34
O (2.074, 1.818, -1.827)  -0.47
C (-0.666, 3.902, 2.010)  -1.19
C (-3.854, -3.955, 1.259)  -0.60
C (3.138, 1.092, -2.299)  -0.09
C (-6.361, -5.728, -3.223)  -0.07
C (3.336, -1.645, -0.251)  0.18
C (-7.632, -6.499, -5.293)  -1.23
C (0.545, -0.326, 0.681)  0.13
C (0.632, -3.363, 0.113)  -0.64
C (3.540, 1.213, 3.407)  1.36
C (-7.309, -6.764, -3.829)  -0.55
C (-6.428, -4.063, 1.462)  -0.60
C (5.282, 2.247, -0.832)  0.49
C (1.915, 4.120, 1.953)  1.64
C (2.757, 4.702, 5.402)  -0.72
C (2.649, 5.626, 4.066)  -0.59
C (1.626, 4.840, -1.784)  0.82
C (-3.796, -1.438, 0.864)  -1.12
C (-3.713, -2.566, 1.884)  -0.57
C (-3.883, -7.481, -2.442)  -1.07
C (0.884, 6.183, -1.361)  -0.98
C (3.987, -0.685, 0.892)  -0.05
C (5.620, 4.678, -1.619)  -1.24
C (3.106, 4.716, 2.831)  -0.60
C (4.156, 5.160, -1.235)  0.91
C (0.704, 3.488, 2.781)  -0.11
C (-0.363, 5.965, -0.385)  -0.37
C (4.500, 0.909, 4.646)  -1.51
C (-4.187, -6.978, -3.847)  -0.42
C (-1.115, 4.570, -0.564)  -1.22
C (3.089, 5.077, -2.421)  -1.00
C (-0.696, 3.437, 0.484)  1.06
C (-6.456, -5.034, 2.636)  -1.23
C (0.851, -1.379, -2.236)  -1.13
C (5.670, 3.141, -2.101)  -0.29
C (-5.195, -4.227, 0.573)  -0.30
C (-4.970, -5.664, -3.861)  -0.78
C (3.504, -0.947, 2.396)  -0.97
H (-0.384, 0.119, 0.189)  0.23
H (6.338, 4.880, -0.752)  0.32
H (4.416, -1.257, 3.003)  0.30
H (0.621, 6.816, -2.279)  0.39
H (1.548, 5.905, 3.994)  0.21
H (-0.955, 4.118, -1.606)  0.35
H (1.093, -3.795, 1.056)  0.29
H (-3.017, -1.541, 0.106)  0.22
H (-3.297, -8.402, -2.489)  0.38
H (3.680, -2.724, -0.044)  0.21
H (-5.301, -3.569, -0.296)  0.30
H (3.073, 6.073, -2.985)  0.35
H (1.607, 4.901, 1.189)  -0.63
H (-3.239, -6.822, -4.372)  0.36
H (-6.821, -4.736, -3.301)  0.41
H (-0.013, 6.190, 0.668)  0.32
H (-4.725, -7.750, -4.407)  0.25
H (-4.767, -1.416, 0.363)  0.34
H (-5.178, -5.249, 0.174)  0.20
H (0.506, -0.294, -2.363)  0.19
H (1.728, -1.555, -2.955)  0.32
H (4.501, 2.722, -0.151)  -1.00
H (2.819, -1.867, 2.372)  0.18
H (6.025, 5.302, -2.497)  0.38
H (4.171, 1.683, 2.587)  -0.35
H (3.860, 3.939, 3.190)  0.17
H (3.706, 5.404, 2.130)  0.41
H (3.280, 4.254, -3.175)  0.30
H (-4.798, -7.700, -1.884)  0.25
H (-0.929, 5.003, 2.166)  0.32
H (4.241, 6.274, -0.955)  0.40
H (5.061, -1.095, 0.915)  0.34
H (3.988, 0.374, 5.503)  0.24
H (-6.499, -3.036, 1.832)  0.29
H (1.656, 6.811, -0.782)  0.06
H (-4.385, -4.897, -3.340)  0.40
H (-7.322, -4.232, 0.851)  0.38
H (-6.738, -6.545, -5.919)  0.29
H (6.229, 2.120, -0.195)  0.31
H (-4.469, -2.416, 2.662)  0.37
H (5.393, 0.318, 4.235)  0.45
H (-5.059, -5.320, -4.896)  0.33
H (-2.742, -2.509, 2.386)  0.40
H (-0.494, -3.188, 0.268)  -0.22
H (3.568, 5.068, 6.112)  0.28
H (-7.371, -4.896, 3.218)  0.39
H (0.268, 2.956, 0.119)  -0.73
H (0.001, -2.082, -2.541)  0.34
H (5.900, 0.046, -0.710)  0.02
H (1.751, 4.628, 5.950)  0.26
H (-3.659, -0.473, 1.359)  0.35
H (-3.306, -6.742, -1.880)  0.24
H (2.815, 2.033, 3.752)  -0.50
H (-8.244, -6.752, -3.259)  0.40
H (-1.494, 3.322, 2.560)  0.39
H (-2.246, 4.740, -0.489)  0.41
H (-1.125, 6.788, -0.642)  0.38
H (1.745, 4.158, -0.885)  -0.69
H (-3.055, -4.095, 0.523)  0.25
H (-5.610, -4.878, 3.308)  0.29
H (3.028, 3.619, 5.147)  0.11
H (3.343, 6.513, 4.190)  0.42
H (0.716, -4.111, -0.755)  0.23
H (1.232, 0.534, 0.958)  -0.59
H (0.584, 3.883, 3.837)  0.21
H (6.754, 2.908, -2.386)  0.37
H (-6.897, -7.772, -3.719)  0.27
H (-1.496, 2.616, 0.403)  0.23
H (-8.335, -7.249, -5.666)  0.38
H (-6.432, -6.069, 2.284)  0.28
H (-8.091, -5.515, -5.419)  0.29
H (2.369, 3.258, 1.341)  -0.80
H (0.697, 2.357, 2.832)  0.16
H (4.950, 1.903, 5.002)  0.37
H (0.168, -0.883, 1.614)  0.16
H (3.723, 4.645, -0.318)  -0.89
H (0.999, 4.284, -2.563)  0.37
H (7.003, -0.023, -2.789)  0.03
H (-6.261, -5.927, -2.151)  -0.11
H (-3.681, -4.708, 2.035)  0.36
H (4.962, 3.054, -2.978)  0.22

Computed properties:
Net charge = -2
2S+1 = 1

***

Entry 2:
One molecule with the formula C26H34FN5O2. Source: the Open Molecules 2025 dataset; level of theory: ωB97M-V/def2-TZVPD.

Last column: Mulliken charge in e.
Cartesian coordinates (Å):
F (-4.127, 3.882, -0.139)  -0.47
O (-0.829, -1.157, -1.819)  -0.81
O (2.540, -4.921, -2.092)  -0.73
N (1.200, 2.505, -0.598)  0.11
N (2.532, -2.822, -1.246)  0.22
N (2.442, -0.095, -0.969)  0.30
N (-0.229, -3.144, -0.841)  0.05
N (-1.362, -1.673, 0.366)  0.61
C (-0.364, -3.786, 0.444)  -0.56
C (-2.826, 3.513, -0.250)  0.19
C (-0.630, 3.424, 0.661)  -0.18
C (-1.072, 2.496, -1.507)  -0.36
C (-1.951, 3.793, 0.783)  -0.50
C (1.889, 1.851, 0.495)  -1.35
C (-2.408, -0.691, 0.509)  -1.81
C (-1.998, 1.910, 3.897)  -0.79
C (4.403, -1.343, -1.784)  -0.70
C (-0.818, -1.920, -0.873)  0.34
C (-2.399, 2.866, -1.392)  -0.78
C (3.964, -2.659, -1.141)  -0.86
C (-2.262, 0.206, 1.711)  1.51
C (1.790, 2.130, -1.868)  -1.44
C (-1.083, 0.249, 2.439)  -0.48
C (1.952, -3.906, -1.779)  0.74
C (-0.156, 2.771, -0.486)  0.66
C (-3.180, 1.868, 3.179)  -0.80
C (-3.330, 1.027, 2.085)  1.56
C (3.898, -0.122, -1.003)  -0.76
C (-0.945, 1.096, 3.525)  -1.01
C (-1.375, -2.882, 1.164)  -0.62
C (1.814, 0.608, -2.081)  -0.24
C (-4.623, 1.007, 1.330)  -1.92
C (1.846, 0.329, 0.283)  0.04
C (0.433, -3.759, -1.956)  -0.90
H (-1.901, 2.575, 4.742)  0.38
H (-1.089, -2.669, 2.197)  0.33
H (-5.278, 1.804, 1.672)  0.39
H (-2.305, 4.305, 1.663)  0.46
H (4.027, -1.307, -2.808)  0.26
H (1.415, 2.096, 1.444)  0.42
H (4.430, -3.514, -1.638)  0.47
H (4.258, -2.670, -0.084)  0.24
H (-0.016, 1.116, 4.077)  0.44
H (0.246, -3.122, -2.826)  0.32
H (-3.384, -1.198, 0.546)  0.59
H (5.493, -1.309, -1.821)  0.43
H (4.323, 0.788, -1.449)  0.26
H (2.019, -1.950, -1.123)  0.02
H (-0.723, -4.813, 0.330)  0.36
H (2.927, 2.203, 0.516)  0.35
H (-2.381, -3.324, 1.173)  0.40
H (0.602, -3.815, 0.964)  0.25
H (0.791, 0.230, -2.165)  -0.02
H (-4.004, 2.504, 3.470)  0.41
H (-5.137, 0.055, 1.473)  0.42
H (0.795, 0.027, 0.252)  -0.79
H (2.349, 0.368, -3.001)  0.56
H (0.052, 3.672, 1.459)  0.53
H (2.340, -0.188, 1.110)  0.79
H (0.016, -4.754, -2.145)  0.37
H (1.261, 2.626, -2.680)  0.61
H (4.270, -0.190, 0.023)  0.53
H (-0.260, -0.387, 2.153)  0.37
H (-0.764, 1.971, -2.396)  0.24
H (-3.100, 2.649, -2.183)  0.44
H (-4.451, 1.137, 0.264)  0.35
H (-2.378, -0.078, -0.400)  0.19
H (2.820, 2.512, -1.858)  0.38

Computed properties:
Energy above the lowest of the compared OMol25 structures with the same formula, charge and spin = 0.162 eV
Structure (SMILES) = Cc1ccccc1CN1CCN(CC(=O)NCCCN2CCN(c3ccc(F)cc3)CC2)C1=O
2S+1 = 1

***

Entry 3:
An isolated ion of composition C2H7N2S and charge +1. Source: the Open Molecules 2025 dataset; level of theory: ωB97M-V/def2-TZVPD.

Last column: Mulliken charge in e.
Cartesian coordinates (Å):
S (1.650, -1.112, 1.197)  -0.24
N (-1.137, 0.493, -1.198)  -0.36
N (0.735, 1.222, -0.190)  -0.34
C (-0.106, -0.886, 0.618)  -0.59
C (-0.209, 0.333, -0.265)  0.67
H (-0.523, -1.634, 0.081)  0.43
H (1.355, 1.303, 0.610)  0.22
H (-1.318, 1.333, -1.703)  0.20
H (-0.875, -0.617, 1.471)  0.35
H (1.531, -2.353, 1.719)  0.20
H (0.626, 2.081, -0.710)  0.25
H (-1.728, -0.163, -1.631)  0.21

Computed properties:
Net charge = +1
Energy above the lowest of the compared OMol25 structures with the same formula, charge and spin = 0.494 eV
Structure (SMILES) = NC(=[NH2+])CS
2S+1 = 1

***

Entry 4:
C3H5NSe as an isolated structure. Source: the Open Molecules 2025 dataset; level of theory: ωB97M-V/def2-TZVPD.

Last column: Mulliken charge in e.
Cartesian coordinates (Å):
Se (-0.673, 1.215, -0.205)  0.14
N (3.076, 0.422, -0.696)  -0.38
C (2.045, 0.591, -0.230)  0.26
C (-0.738, -0.594, -0.754)  -0.96
C (1.023, 1.044, 0.646)  -0.57
H (-1.825, -0.626, -0.916)  0.29
H (-0.469, -1.224, -0.008)  0.36
H (-0.139, -0.885, -1.716)  0.28
H (1.064, 0.360, 1.467)  0.29
H (1.148, 2.242, 1.324)  0.28

Computed properties:
Energy above the lowest of the compared OMol25 structures with the same formula, charge and spin = 1.101 eV
2S+1 = 1

***

Entry 5:
C14H24CeI2N2O3S3Yb as an isolated structure. Source: the Open Molecules 2025 dataset; level of theory: ωB97M-V/def2-TZVPD.

Last column: Mulliken charge in e.
Cartesian coordinates (Å):
Yb (-0.047, -0.512, 0.717)  -0.24
Ce (-0.101, -0.170, -3.405)  0.72
I (-0.639, -3.279, 1.103)  0.28
I (-0.377, -3.027, -3.934)  0.08
S (-1.758, -0.137, -1.435)  0.18
S (-1.544, 1.087, 2.226)  -0.39
S (1.587, -0.610, -1.486)  0.42
O (2.979, 0.414, 2.630)  -0.05
O (-1.459, 3.279, -4.429)  -0.06
O (2.260, 2.644, -4.502)  -0.06
N (-0.798, 0.890, 4.818)  -0.15
N (-0.511, -1.000, 3.748)  0.43
C (-4.165, -0.273, -0.125)  -1.38
C (-3.531, 0.473, -1.291)  1.31
C (3.457, -0.616, -1.464)  1.29
C (-0.981, 0.273, 3.630)  0.43
C (2.032, 0.074, 2.067)  0.25
C (3.913, -1.006, -2.862)  -1.51
C (0.114, -1.252, 5.039)  -0.49
C (-0.051, 0.076, 5.775)  -0.55
C (-4.232, 0.157, -2.610)  -1.48
C (3.911, 0.792, -1.092)  -1.14
C (3.902, -1.645, -0.428)  -1.33
C (-3.485, 1.972, -1.030)  -1.09
C (1.520, 1.790, -4.253)  0.32
C (-1.033, 2.228, -4.196)  0.36
H (0.912, 0.546, 6.015)  0.33
H (5.009, 0.841, -1.106)  0.45
H (-4.513, 2.354, -0.955)  0.45
H (-5.212, 0.038, -0.018)  0.46
H (3.587, -0.278, -3.615)  0.29
H (-3.644, -0.065, 0.818)  0.27
H (4.999, -1.725, -0.431)  0.46
H (-0.890, 1.899, 4.902)  0.28
H (5.009, -1.048, -2.893)  0.49
H (-5.285, 0.469, -2.551)  0.48
H (-0.708, -1.775, 3.088)  -0.03
H (3.569, 1.080, -0.090)  0.25
H (-3.776, 0.691, -3.454)  0.30
H (3.517, -1.986, -3.150)  0.41
H (-4.145, -1.354, -0.294)  0.37
H (-4.202, -0.916, -2.835)  0.41
H (-2.957, 2.197, -0.096)  0.23
H (3.486, -2.633, -0.659)  0.39
H (1.172, -1.503, 4.917)  0.28
H (3.523, 1.530, -1.805)  0.22
H (-0.627, -0.039, 6.700)  0.33
H (-2.983, 2.502, -1.848)  0.20
H (3.586, -1.373, 0.588)  0.19
H (-0.386, -2.073, 5.559)  0.36

Computed properties:
Net charge = +4
⟨S²⟩ = 2.009
2S+1 = 3

***

Entry 6:
C43H41F2N4O2P2Rh as an isolated structure. Source: the Open Molecules 2025 dataset; level of theory: ωB97M-V/def2-TZVPD.

Last column: Mulliken charge in e.
Cartesian coordinates (Å):
Rh (-0.294, 0.870, -0.274)  -0.12
P (0.801, -3.372, 1.955)  -0.01
P (2.494, -0.997, 0.981)  -0.04
F (-1.587, 5.077, -3.216)  -0.30
F (-5.170, 2.404, -1.922)  -0.30
O (1.308, -0.079, 0.802)  -0.07
O (-0.330, -2.711, 1.237)  0.82
N (-3.242, -1.980, 0.644)  0.31
N (-2.012, -1.656, -1.279)  0.24
N (0.901, 2.279, -1.106)  0.26
N (-1.536, -0.346, 0.562)  0.69
C (5.141, -0.011, 0.884)  -0.06
C (3.673, 0.817, 2.619)  -0.60
C (1.655, -5.974, -1.017)  -0.52
C (4.678, 1.654, 3.073)  -0.81
C (4.346, -3.415, -1.698)  -0.90
C (2.179, -2.203, 2.304)  -0.73
C (-3.031, 1.749, -1.241)  -0.27
C (5.912, 1.663, 2.431)  -0.55
C (-0.042, -3.077, 4.552)  -0.46
C (-3.974, -3.072, -0.011)  -0.56
C (0.227, 3.353, -1.761)  0.86
C (2.233, -1.607, -1.688)  -0.26
C (-2.275, -1.353, -0.010)  -0.22
C (1.067, -4.979, -0.247)  -0.54
C (-3.098, -0.327, 2.458)  -0.78
C (1.562, -4.704, 1.025)  0.51
C (2.923, -1.882, -0.511)  0.52
C (-1.120, 3.155, -1.872)  0.02
C (2.605, -2.229, -2.870)  -0.90
C (0.337, -4.004, 3.576)  0.65
C (2.215, 2.357, -0.957)  0.15
C (0.989, 4.505, -2.179)  -1.09
C (-0.164, -5.796, 5.103)  -0.78
C (3.904, -0.025, 1.524)  0.56
C (2.332, 4.549, -1.990)  -0.49
C (-3.518, -1.726, 2.063)  -0.56
C (3.215, -6.435, 0.764)  -0.88
C (3.979, -2.794, -0.515)  -0.19
C (3.667, -3.122, -2.875)  -0.77
C (-4.143, -2.765, -1.487)  -0.69
C (2.973, 3.442, -1.382)  -1.07
C (-0.472, -3.510, 5.796)  -0.99
C (-1.679, 1.953, -1.214)  0.16
C (-1.668, -0.121, 1.998)  -0.44
C (-2.764, -2.609, -2.094)  -0.54
C (2.728, -6.696, -0.511)  -0.59
C (-0.529, -4.872, 6.071)  -0.52
C (-3.867, 2.646, -1.912)  0.19
C (-3.392, 3.788, -2.585)  -0.68
C (-2.065, 4.021, -2.562)  0.05
C (2.634, -5.440, 1.535)  -0.40
C (0.267, -5.366, 3.854)  -0.48
C (6.142, 0.835, 1.343)  -0.82
H (1.276, -6.189, -2.008)  0.47
H (-0.211, -6.855, 5.321)  0.44
H (-3.510, 0.910, -0.753)  0.66
H (-4.707, -1.837, -1.604)  0.29
H (-4.938, -3.169, 0.482)  0.46
H (5.324, -0.648, 0.027)  0.41
H (-4.583, -1.871, 2.225)  0.57
H (4.502, 2.299, 3.924)  0.45
H (4.510, -3.023, 0.404)  0.50
H (0.470, 5.337, -2.627)  0.52
H (-2.980, -2.465, 2.662)  0.21
H (2.075, -2.016, -3.790)  0.50
H (-0.997, -0.824, 2.503)  -0.08
H (-1.162, -1.269, -1.644)  -0.06
H (-0.752, -2.789, 6.555)  0.45
H (-3.752, 0.417, 1.997)  0.31
H (-3.168, -0.219, 3.539)  0.45
H (-4.069, 4.448, -3.111)  0.53
H (-4.693, -3.563, -1.980)  0.40
H (3.975, -3.589, -3.802)  0.44
H (3.003, -5.245, 2.538)  0.50
H (-3.427, -4.008, 0.128)  0.22
H (4.043, 3.435, -1.224)  0.51
H (-0.858, -5.212, 7.045)  0.42
H (1.413, -0.903, -1.674)  0.30
H (-2.823, -2.225, -3.110)  0.46
H (6.696, 2.323, 2.780)  0.43
H (2.700, 0.829, 3.099)  0.31
H (1.946, -1.613, 3.193)  0.77
H (7.104, 0.846, 0.847)  0.46
H (2.695, 1.522, -0.469)  0.59
H (-0.002, -2.014, 4.337)  0.23
H (3.088, -2.776, 2.502)  0.64
H (0.541, -6.092, 3.099)  0.41
H (2.907, 5.415, -2.288)  0.47
H (5.166, -4.123, -1.704)  0.50
H (-2.245, -3.569, -2.119)  0.30
H (-1.323, 0.888, 2.219)  0.40
H (4.043, -7.011, 1.158)  0.45
H (0.226, -4.404, -0.615)  0.31
H (3.186, -7.474, -1.111)  0.44

Computed properties:
Net charge = +2
⟨S²⟩ = 6.045
Energy above the lowest of the compared OMol25 structures with the same formula, charge and spin = 1.477 eV
2S+1 = 5

***

Total energy values, unit eV, following the record order: -77918.4196 -41778.6561 -15996.2635 -70026.0976 -117155.1235 -82319.9949.
Strongest force on any atom values, unit eV/Å, following the record order: 5.5 0.5 4.4 4.6 6.1 0.7.